# 1
Entry from OMol25: 14 unconnected molecules or ions with the total composition C38H80Br27ClN4O3PS at a distorted geometry (ωB97M-V/def2-TZVPD).

Computed properties:
molecular weight	2896.985	g/mol
E_LUMO	1.16	eV

```
! RIJCOSX wB97M-V def2-TZVPD def2/J DEFGRID3
* xyz -1 1
H -0.93038 -2.48999 2.67474
H 2.74016 -2.47931 -0.32822
H -1.42638 -0.80331 2.81782
N -0.20608 -5.71043 -4.20167
Br -5.39733 -9.70077 -1.63480
Br 4.41520 3.15623 -5.03736
H -3.31445 -1.33480 2.87114
H -2.46257 0.22338 1.45797
H 12.69446 7.89155 4.35772
C 13.46941 8.51958 3.93162
Br 0.37049 -6.25477 -7.69374
Br 7.02480 6.27411 0.77339
H 2.00709 -0.12614 1.42656
H -6.69331 -6.71945 3.25749
H 3.78813 6.01450 -4.76344
H -0.95188 -5.08033 -4.43826
C -2.59627 -9.09134 -1.61639
C 2.32808 -3.42039 -0.69794
C -10.15688 0.18478 1.88370
H 0.71882 -1.91248 -1.49836
H 1.82017 -6.49962 -2.00397
Br -5.30999 4.75623 -4.64391
H 2.04220 0.96933 2.78428
H -7.82686 -4.91517 4.42303
Br 7.58334 0.21499 3.05932
H 13.00873 9.36530 3.42610
H 5.16442 4.86969 -6.64297
H -5.83091 2.73093 5.92936
C -6.10568 -6.09432 3.92636
H 1.95450 0.91595 -2.43875
C -8.81926 5.79111 -0.46252
Br -4.39009 -5.87201 3.03812
H -2.93848 -8.07758 -1.44066
H -6.24420 2.13770 -3.70608
H 5.69863 7.57851 3.05421
H 10.75719 2.15614 5.63738
H -9.29423 6.76854 -0.51035
H -7.66843 5.81995 -2.30909
H -0.29687 -0.43110 0.47575
H 15.37690 9.39192 4.49892
H -5.82695 3.85569 4.56044
C -5.86837 2.80961 4.84506
H 3.37204 -1.28396 3.80309
H -4.38278 2.91423 -6.03518
N -4.27105 -1.05024 2.80062
Br 15.01539 7.55241 6.13745
O -1.28826 -2.66566 -1.05261
Br 1.52353 5.37615 -5.57011
H -6.73829 -4.12151 3.27083
H 7.09885 2.95996 4.01082
H -3.55428 1.01677 0.35503
Br -3.82935 1.61600 -3.43986
H -0.08631 -8.35920 -6.48912
C 14.47282 8.99460 4.94664
C 4.16072 4.57882 -6.34105
H -5.23587 0.39271 1.68439
H -10.51289 0.65873 2.79565
H 3.96547 -1.19165 2.15391
C -3.28111 0.03456 0.75936
C 0.25522 -3.87067 -2.66671
C 5.17855 7.95271 2.17907
Br 14.32091 7.48751 2.51797
C -11.30322 -0.43150 1.12817
H 11.41338 4.53483 6.46075
C 2.08120 -0.09335 2.51470
H -11.69427 -1.32616 1.60017
Br -0.26837 -0.14714 -2.83308
H 0.94927 0.66901 -5.33980
H 4.81235 8.95688 2.38011
N 1.64637 -5.96392 -2.83220
H -6.99009 1.01145 4.36714
H 7.29192 4.00500 2.59351
C -0.76586 -7.58086 -6.82735
H 2.83637 -3.63322 -1.64015
Br 10.64609 5.79474 4.45367
C -7.52650 5.79334 -1.23340
C 3.42753 5.74603 -5.74522
O 2.35528 -5.54259 0.32869
H 0.10688 -4.40285 -0.20338
C 0.30256 -5.41609 -2.82897
C -5.47232 1.91377 -4.43541
C 10.30363 3.08018 5.28755
H -12.10757 0.28973 1.00222
H 9.95233 2.94379 4.27039
H -5.15048 -1.13021 0.84707
Br -2.25868 -9.24778 -3.52361
Br -8.88650 -1.16609 2.47531
H -3.35733 -11.12536 -1.54024
Br -2.83021 -3.35957 0.99121
H -1.62548 -9.22708 -1.14656
H 12.22619 3.97887 4.98885
H 1.03216 -3.42953 -3.31173
C 6.02866 7.94151 0.93887
Cl 3.24568 -3.85025 1.96337
C 1.20826 1.05382 -3.21610
H -6.14742 2.99778 -6.15840
H -5.69365 0.96203 -4.91323
C -3.56453 -10.13963 -1.13880
Br -4.22428 1.97755 4.21998
H 14.03113 9.74769 5.59505
C 11.26442 4.22760 5.43172
Br 8.72878 3.32694 6.40298
C -7.07776 2.09222 4.31051
H 8.84963 2.17129 2.25289
H 3.48912 6.61146 -6.40235
H -3.70634 -1.49695 -0.68877
C -1.77936 -8.14585 -7.78548
Br -10.11217 4.56061 -1.24310
H 5.45290 8.05961 0.02668
H -7.97505 2.40875 4.83879
H -0.69063 -3.49549 -3.07616
Br -5.99072 -3.78785 5.62229
H 6.78755 8.71936 0.98787
H 0.57771 -5.63427 -4.83450
Br 5.10002 2.88486 2.53297
S 0.86502 -1.11363 3.40456
C 3.49636 -0.61049 2.95008
C -0.50202 -1.43242 0.88690
H -0.07008 -6.54983 -1.18332
H -4.85919 -1.83584 3.00009
H -5.91833 -6.63381 4.84840
Br -7.40988 2.53523 2.44597
H 7.48571 1.83565 1.17164
C -1.72679 -1.93558 0.03014
H 3.64386 4.14202 -7.18846
O 0.47314 -2.41411 0.68314
H 4.16408 0.21216 3.22232
H 0.79260 2.05651 -3.13804
H -8.69571 5.50243 0.57596
H -2.54728 -0.33806 -1.25701
Br 2.82883 -0.81484 -4.64959
C 2.57316 -4.44526 0.38021
C 7.78388 1.95390 2.20794
H -9.59898 0.90720 1.29974
C -6.78667 -4.76885 4.14032
Br -3.24254 -6.89694 -8.09731
H -1.22474 -5.46485 -1.53371
N -0.59451 -6.14147 -1.93747
Br -6.46881 4.21222 -0.84038
C 1.73568 0.79732 -4.60371
P 0.39324 -3.19070 -0.89962
Br -10.77927 -0.92716 -0.68011
C 6.99822 3.01330 2.93223
C -5.30484 2.99544 -5.47053
H -3.56871 -10.18658 -0.05209
H -6.90539 6.63409 -0.93252
Br 3.57956 6.86463 1.96082
H -1.21089 -7.09676 -5.96319
C -4.56631 -0.46083 1.49634
H -2.24893 -9.03146 -7.36314
H 2.32261 -5.24244 -2.97294
H -1.36163 -8.38976 -8.75652
C -2.82621 -0.92903 -0.38008
C -0.65349 -1.46613 2.41993
H 2.39649 1.59287 -4.93464
*
```

# 2
Entry from OMol25: 12 unconnected molecules or ions with the total composition C38H80F6N10O14 at a distorted geometry (ωB97M-V/def2-TZVPD).

Computed properties:
molecular weight	1015.102	g/mol
E_LUMO	0.35	eV
SMILES	CCOC(=O)C(F)(F)F.CCOC(=O)C(F)(F)F.CNC(C)=O.CNC(C)=O.CNC(C)=O.CNC(C)=O.CNC(C)=O.CNC(C)=O.CNC(C)=O.CNC(C)=O.CNC(C)=O.CNC(C)=O
relative energy (zero: lowest compared OMol25 entry of this formula, charge and spin)	77.57	kJ/mol

```
! RIJCOSX wB97M-V def2-TZVPD def2/J DEFGRID3
* xyz 0 1
H -3.60381 3.85543 4.41951
C 1.70828 -3.28580 0.60655
O 2.22347 -5.63588 0.57240
H -2.80111 0.56926 3.36785
H -2.93858 4.48873 -0.88653
H 0.02922 -4.16024 2.31379
H 2.59757 1.29246 0.02083
N -0.21703 -3.10365 -2.96065
C -5.26880 -3.69200 -3.01963
C 6.34707 -5.30093 -1.14675
H -5.05667 -2.89700 -4.88457
O -6.10903 -3.23115 -2.25483
H 1.26809 -1.42305 4.85483
H -4.16215 -5.29261 -3.59865
H 0.63234 -5.28198 -1.61852
H 2.67971 -2.95957 0.94138
H -3.94558 5.33751 3.58941
H -1.65161 -2.12319 -4.07716
H -3.69002 3.12019 -2.70213
C -4.51493 -2.81191 -3.94155
F 4.24122 -1.49575 0.06365
H -3.90031 -2.74381 0.85520
H 0.77266 3.51996 -4.99325
H 0.18645 5.29493 -0.25865
C -0.72699 5.78616 -0.57807
H 2.94947 2.80930 3.87579
H -0.30835 3.07007 1.82870
H -3.60159 -3.27931 -4.15914
H 0.18867 6.19232 3.73620
O -0.21848 2.48951 4.36708
H 1.14601 0.03870 -1.58636
H -1.49991 5.66605 0.19763
C -4.78551 -2.71337 1.43731
H 1.59901 -3.11800 -0.46241
H -3.61650 4.69792 -3.41601
O 5.53464 -2.77201 -2.87804
H -0.27914 -6.29812 -2.80380
H -0.74916 -6.47062 2.60489
C 3.77670 6.20419 2.05721
C 3.42735 5.43379 0.80776
O -0.38662 4.82672 -2.67768
H -2.51485 -5.87915 1.12011
H 1.73288 -2.40681 3.51537
C -1.17090 4.93462 -1.75629
H -5.64537 -6.11866 -1.47949
H -0.76825 5.03928 2.74461
H -0.96216 1.55428 1.62372
O -0.64170 -0.91004 -0.41194
H 6.49130 -5.05482 -0.11305
C 2.04867 2.19837 3.97144
H 6.42383 7.71919 0.95039
C -1.23767 2.61630 1.56454
F 4.88644 -0.39834 -1.70121
N -0.97368 -0.46771 3.68986
C 4.20698 -1.46469 -1.27244
H -2.55614 -4.09797 1.03011
H -2.18343 3.64423 -3.55874
C -4.36358 -5.15128 1.90479
N 2.28497 3.58742 -3.63429
H 4.29150 4.78067 0.63330
H 5.16223 8.64292 0.40874
H 1.63096 1.96870 -4.74842
C -2.41051 -0.44080 3.59661
C 5.39748 7.61297 0.74600
C -5.79183 -6.10128 -2.54426
H 4.81223 7.65731 2.86599
H 1.28842 2.41305 0.22282
C -0.16902 5.14720 3.63794
N -5.20690 -4.06835 1.72093
C 1.49414 1.38154 0.04413
C -4.00090 4.28199 3.47708
H 1.59944 4.17336 -3.06774
H 2.54973 4.81285 0.97253
C 1.72443 3.03776 -4.87319
N -2.30761 2.93974 2.51932
C 1.15740 -1.50075 3.74028
H -1.06660 -5.69060 -1.40631
H 0.83479 -6.95374 1.93298
C -3.05710 3.92881 -2.94973
O -4.88689 -6.24655 2.13413
H 6.98880 -4.59744 -1.75003
N 0.61410 -4.90858 2.01635
C -2.86554 -4.95355 1.62207
H -6.19237 -4.30768 1.85943
H -5.57356 -2.17710 0.88935
O -0.52786 1.20546 -1.17752
F 2.90887 -1.44007 -1.65593
H -1.56318 2.92537 0.59028
C 3.49668 3.44501 -3.04478
H -2.88189 -0.69059 4.60241
N 1.00708 4.28436 3.72892
C 4.86087 -5.10307 -1.58657
C 4.45431 2.52394 -3.75023
C -0.53396 -2.04578 -3.87974
C -0.28880 -1.59594 3.42225
H 1.12606 0.68759 0.79311
O -1.66105 -4.43640 -4.03761
H 0.64072 -3.08089 -2.41822
H -0.19699 -1.07604 -3.48713
H 5.41850 2.78831 -3.34217
H 2.40815 3.23876 -5.76409
N -5.09789 -5.02441 -3.26703
O 4.52435 -3.76570 -1.12116
H 4.32222 1.52022 -3.40173
H 0.90684 -2.69590 1.07932
H -6.87348 -6.05014 -2.68439
H 2.06277 1.54306 4.87446
H -5.02662 3.93752 3.33028
H 4.57766 2.46968 -4.81314
C -0.88228 -4.26876 -3.13227
H 1.11287 1.78063 -2.05950
N 4.73569 7.15095 1.98769
H 1.87836 4.59651 3.25419
H -0.45059 6.79493 -0.90864
H 4.74395 -5.27094 -2.66020
H 0.69822 -6.32541 3.58776
H 6.76514 -6.29623 -1.23987
H 3.29282 6.00652 -0.10951
H 1.57431 -0.62698 3.24242
O 3.74672 3.98060 -1.97125
H -0.08944 -2.19629 -4.85015
H -4.61907 -1.81510 -3.59720
H -4.48292 -2.17312 2.34460
H -0.47298 0.37729 3.92708
H -0.76705 4.84769 4.51783
C -1.18665 0.13905 -0.76959
O 3.30252 5.91075 3.13608
C -3.26051 3.88803 2.28597
C 1.53640 -4.73436 1.06088
H 5.34401 6.92077 -0.09582
H -2.50887 -4.71517 2.60964
H 4.18394 -5.76512 -1.01344
H -2.10851 2.79437 3.47710
F -3.09958 0.45506 0.68470
H -5.39459 -7.04175 -2.82110
F -3.34124 -0.68538 -1.17843
O -3.50066 4.23088 1.12582
C 0.88942 1.03474 -1.25651
H 2.08156 1.57489 3.05689
C -2.70242 0.36329 -0.60672
N -2.45093 4.45526 -1.74909
H -2.72367 -1.20384 2.88311
O -0.84243 -2.62541 3.04153
C 0.32283 -6.21325 2.51295
F -3.18209 1.43409 -1.20542
C 4.92412 -2.73527 -1.87429
C 0.85759 3.00377 4.04849
C -0.33766 -5.39195 -2.17665
*
```

# 3
Entry from OMol25: 5 unconnected molecules or ions with the total composition C38H82N4O6 at a distorted geometry (ωB97M-V/def2-TZVPD).

Computed properties:
molecular weight	691.096	g/mol
E_LUMO	0.56	eV
SMILES	CC1(C)CCCC(C)(C)N1O.CC1(C)CCCC(C)(C)N1O.CC1(C)CCCC(C)(C)N1O.CC1(C)CCCC(C)(C)N1O.OCCO
relative energy (zero: lowest compared OMol25 entry of this formula, charge and spin)	81.32	kJ/mol

```
! RIJCOSX wB97M-V def2-TZVPD def2/J DEFGRID3
* xyz 0 1
C 1.66081 4.44802 -3.91241
H 0.08380 -0.61004 -0.39591
H 2.34892 2.68926 1.83464
C -1.15905 -0.16268 -3.05449
O -3.65230 -0.14247 1.58338
H 1.32965 6.31384 -2.70156
H 1.77237 0.21882 3.44794
C -1.31801 -1.22802 -1.87393
N -4.27665 -0.84563 2.63459
H 2.92254 4.62968 -5.81142
H -4.29319 -3.67785 1.80693
H -0.45834 -3.05052 -1.12491
C 4.83981 0.23646 2.74772
H -3.70243 -0.59685 -0.62557
H 0.30594 4.98680 -2.19615
H 4.95648 2.78053 -1.53220
H -5.93283 -3.07400 5.33173
O -3.63750 -0.72050 -1.60006
C 0.78246 5.41764 -3.07399
H -1.50051 -1.15430 2.62633
O 3.56797 4.95913 -2.55748
H 1.01763 -1.24602 3.81260
H 3.03112 -3.03117 1.35549
C 1.70918 2.13164 -4.96164
C -4.09370 -2.65183 4.33821
C -3.49187 -2.04399 3.07045
C 0.80127 2.46422 -0.00928
H 1.84829 3.49905 -1.28563
H -3.03470 -2.71589 1.11103
H 0.04664 3.66295 -5.11298
H 4.30402 -0.97429 5.17125
H 3.46686 1.90207 -1.27749
H -3.80160 -1.95555 5.21576
H -0.29726 0.52442 -2.84590
C -1.01535 -0.49400 -0.58270
H 2.20052 -0.70999 4.89963
H -5.89560 -3.68800 3.67471
C 4.19420 2.10131 -2.00984
H -4.46402 -1.55063 -3.79242
C 4.66286 3.28142 -4.28826
H 1.60955 -2.08710 1.02023
H 2.97606 5.95032 -4.76641
C -5.70542 -0.99424 2.45270
C 4.91668 -1.61648 4.55241
C 0.47212 2.36233 1.48198
H 1.55807 -3.04808 2.49623
H 6.32934 -1.33860 2.96420
C -3.25481 -2.78059 -2.61142
H 5.54642 2.69056 -4.18350
C -0.81411 -3.47922 -3.11383
C -2.10177 -1.51004 3.46436
C 2.22723 -2.40436 1.85606
H -0.66738 -3.12572 -4.16344
H 0.31825 2.82265 -3.54159
O 1.63947 3.57805 -0.31572
H -1.54100 -0.82640 0.27421
H -5.26148 -2.65363 -1.84123
C -5.57939 -2.80014 4.32512
H 1.26377 1.51868 -0.36267
C -6.28508 -1.53166 3.78097
C 1.99426 -0.77957 3.83197
C -3.61168 -2.21902 -3.93018
H -1.10352 -0.60563 -4.05459
H 6.82268 1.13624 2.12917
H 2.64529 0.76991 1.58432
H -7.10275 -1.76672 0.88348
C 5.84432 0.89474 1.75431
H 0.06640 5.86228 -3.74799
C -0.41989 -2.49165 -2.04477
O 3.22119 0.20061 1.08650
C 3.93383 -2.46401 3.69939
C -4.50782 -3.37749 -1.98655
C -6.06288 -1.87077 1.23522
H 6.44773 -0.08834 4.24504
N 3.89172 -0.59497 2.04881
H 1.59811 5.87074 -5.70093
H -0.07434 -4.21349 -3.09137
H -5.98615 0.85220 1.40554
H -2.70240 -3.92408 2.45444
H 5.19994 1.86759 4.05763
C -3.36199 -3.16984 2.01486
H -0.21501 1.40584 1.54988
H 3.41062 0.82831 -4.19014
H 2.26604 2.61170 -5.75962
H -3.40879 0.69450 2.01096
H 4.91947 4.34556 -4.28746
H 3.67603 0.97049 4.47381
H 5.85626 0.28864 0.85553
H -3.55210 -3.56112 4.55213
N -2.69953 -1.78522 -1.66494
C 5.72950 -0.72795 3.66060
H -5.94029 -2.96105 1.46284
H -2.76947 -1.84762 -4.51042
H 3.26582 -3.07939 4.31797
H 5.41304 1.81361 1.42777
H 3.18256 5.29875 -1.72967
C -6.38948 0.37889 2.28449
H -1.47987 -2.30985 3.96768
H -2.16537 -4.38815 -1.82477
O 1.62283 2.24566 2.28592
H -4.35221 -3.84778 -1.01363
H 0.56273 -2.09985 -2.24290
H 4.53986 -3.10358 3.10161
H -2.02976 0.54531 -3.01886
H -4.05208 -3.09157 -4.55154
H 4.31903 2.94749 -5.24792
H -0.03669 3.19632 1.89247
H -7.35230 -1.75563 3.62284
H -4.89193 -4.13185 -2.64383
C -2.21764 -3.93504 -2.78865
H -7.45462 0.14204 2.09657
H 5.43631 -2.25279 5.24716
H -6.22654 -0.77879 4.58033
C 2.96966 -1.48179 2.86178
H 2.06085 1.23259 -3.12231
H -6.31940 1.05763 3.14987
H 3.70710 1.92712 3.10877
C 0.84111 3.26661 -4.36677
H -2.24086 -0.67789 4.17970
H -0.16499 2.57787 -0.59468
C 2.26780 5.19791 -5.12149
C 2.65280 1.64894 -3.90539
H -2.62273 -4.67821 -3.52151
H 1.04814 1.31502 -5.28607
H 4.70769 1.20966 -2.22100
C 3.55760 2.73019 -3.27844
C 4.31865 1.31166 3.65079
H -5.36510 -1.72227 0.40992
H -1.18982 0.57078 -0.68578
N 2.59810 3.92009 -2.85270
*
```

Ordered E results: -72638.80025; -3696.21595; -2167.28806; unit a.u..
Ordered HOMO-LUMO gap results: 5.89; 9.23; 8.95; unit eV.